{"formula": "C35H30N7O3Os", "method": "ωB97M-V with the def2-TZVPD basis set", "e_homo_ev": [-9.941, -10.381], "spin_multiplicity": 5, "fmax_ev_per_a": 1.06, "s_squared": 6.0324, "charge": 1, "energy_ev": -55812.9878, "species": ["Os", "O", "O", "O", "N", "N", "N", "N", "N", "N", "N", "C", "C", "C", "C", "C", "C", "C", "C", "C", "C", "C", "C", "C", "C", "C", "C", "C", "C", "C", "C", "C", "C", "C", "C", "C", "C", "C", "C", "C", "C", "C", "C", "C", "C", "C", "H", "H", "H", "H", "H", "H", "H", "H", "H", "H", "H", "H", "H", "H", "H", "H", "H", "H", "H", "H", "H", "H", "H", "H", "H", "H", "H", "H", "H", "H"], "positions_angstrom": [[1.16717, 0.70075, 0.15881], [-0.14144, -0.99157, -1.17289], [5.73944, 1.11270, 1.38560], [3.13760, 0.28743, 0.39074], [1.66433, 2.29242, -1.05332], [1.74755, -2.39849, 0.11732], [0.61461, -2.99836, -0.32361], [0.72773, 3.07179, -1.62053], [0.79323, -0.69362, 1.50740], [-0.68583, 1.34552, 0.26473], [-0.39741, -1.01863, 2.06214], [-3.48213, 0.52666, 3.33852], [2.85452, -2.43645, -0.55059], [-1.29668, 1.83710, -0.90419], [-1.62297, -2.86784, -1.06351], [0.87574, -2.82684, 2.39057], [-1.50795, 1.07868, 1.37465], [1.26764, 4.24848, -1.99679], [5.47326, -0.02874, 0.70379], [-3.06388, -4.78705, -0.91885], [-4.00031, -2.61655, -1.35257], [-3.46582, 1.75036, 2.66383], [-1.43639, -0.09956, 2.16189], [2.60425, 4.22553, -1.66264], [6.50870, -1.95043, -0.35967], [2.80766, 2.97964, -1.07438], [-2.44988, -0.35405, 3.09721], [6.59707, -0.74224, 0.31909], [4.10981, -1.81890, -0.21987], [5.27305, -2.49447, -0.61241], [-4.17022, -3.97626, -1.13883], [-1.20658, 3.03620, -3.02814], [-2.62464, 1.52225, -1.24172], [-3.14326, 3.17091, -4.62350], [1.63406, -1.86108, 1.53801], [-2.72867, -2.06552, -1.32042], [-3.21604, 1.94948, -2.40818], [4.18221, -0.50217, 0.33141], [-4.57115, 0.18216, 4.31416], [-1.79275, -4.23836, -0.87893], [-0.30003, -2.20668, -0.86822], [-2.51766, 2.72007, -3.33534], [-2.50088, 2.00923, 1.72141], [-0.32187, -2.28609, 2.62674], [-0.60474, 2.62747, -1.84342], [4.77341, 1.86338, 2.11250], [3.71312, 2.54203, -0.69058], [0.68520, 5.02162, -2.46529], [-0.92589, -4.85863, -0.70056], [-4.70429, -0.89666, 4.37774], [-2.51264, 2.95033, 1.18915], [5.25678, 2.17726, 3.03585], [-4.22754, 3.21044, -4.53941], [-4.85832, -1.98510, -1.54667], [-2.56558, -1.01120, -1.48988], [-0.61530, 3.60003, -3.73950], [-2.89529, 2.47524, -5.42803], [4.49833, 2.75739, 1.54889], [-4.33334, 0.55173, 5.31364], [3.88011, 1.29587, 2.34698], [7.40442, -2.46689, -0.67427], [-5.51487, 0.63226, 4.01008], [7.56312, -0.31742, 0.55867], [-2.42372, -1.26578, 3.67673], [-3.19088, -5.85185, -0.77275], [2.80377, -3.04458, -1.44862], [-4.21825, 2.50020, 2.87304], [3.33001, 5.00406, -1.81459], [-1.14861, -2.71947, 3.15839], [-2.77605, 4.15517, -4.91099], [-5.16319, -4.40679, -1.15156], [-3.20322, 0.91481, -0.56333], [-4.24017, 1.66467, -2.61604], [5.18326, -3.46270, -1.08925], [1.24297, -3.79513, 2.68179], [2.65219, -1.64917, 1.86235]], "atomic_forces_ev_per_a": [[-0.11, -0.33, -0.16], [0.17, 0.22, 0.10], [0.02, 0.17, -0.26], [-0.73, 0.62, 0.06], [0.31, 0.23, -0.23], [0.51, 0.61, 0.22], [-0.64, -0.85, -0.01], [-0.06, 0.27, 0.08], [-0.07, -0.43, 0.34], [0.06, 0.02, 0.20], [0.13, 0.21, -0.22], [0.02, -0.11, -0.04], [-0.23, -0.08, -0.04], [-0.12, 0.19, -0.41], [-0.15, 0.06, 0.00], [-0.13, 0.23, -0.12], [-0.01, -0.05, 0.13], [0.26, 0.03, 0.04], [-0.26, -0.13, 0.12], [0.04, -0.04, -0.01], [-0.02, 0.03, -0.04], [0.08, 0.03, -0.05], [-0.14, 0.40, -0.14], [-0.09, -0.01, -0.02], [0.00, -0.09, -0.03], [0.06, 0.01, -0.18], [-0.05, 0.00, 0.11], [-0.03, -0.04, 0.05], [0.16, 0.62, 0.15], [-0.06, -0.13, 0.06], [-0.03, -0.01, -0.02], [0.10, 0.01, -0.05], [0.21, -0.08, 0.21], [0.09, -0.09, -0.01], [0.07, -0.42, -0.25], [0.09, -0.03, -0.02], [0.00, 0.07, -0.09], [0.51, -0.59, -0.24], [0.08, 0.06, 0.04], [0.01, 0.06, 0.01], [0.65, 0.15, -0.04], [-0.01, 0.04, 0.10], [0.04, -0.03, -0.07], [0.34, -0.47, 0.22], [-0.28, -0.27, 0.20], [-0.04, 0.02, 0.05], [-0.06, -0.06, 0.10], [-0.11, -0.07, 0.01], [-0.01, -0.01, 0.05], [-0.04, 0.01, 0.03], [-0.01, 0.01, -0.06], [0.04, -0.02, -0.03], [-0.01, 0.02, -0.01], [0.00, -0.01, 0.01], [-0.02, 0.00, -0.01], [-0.01, 0.02, 0.01], [-0.03, 0.02, -0.02], [-0.06, -0.06, -0.01], [-0.01, 0.01, -0.01], [-0.02, -0.10, 0.04], [0.02, 0.02, 0.05], [-0.02, -0.02, 0.02], [-0.02, 0.03, 0.03], [0.02, 0.00, -0.02], [-0.02, 0.01, -0.01], [-0.12, 0.03, -0.03], [-0.03, -0.03, 0.01], [-0.01, 0.00, -0.02], [-0.07, 0.09, -0.04], [-0.04, 0.01, -0.03], [0.01, -0.01, -0.02], [0.01, -0.05, 0.10], [-0.01, 0.01, 0.03], [0.00, 0.02, -0.04], [-0.10, -0.02, 0.04], [-0.04, 0.07, 0.05]]}